Record 1
{"formula": "C21H37BBrIN2O13PS2", "method": "wB97M-V/def2-TZVPD", "symbols": ["I", "Br", "S", "S", "P", "O", "O", "O", "O", "O", "O", "O", "O", "O", "O", "O", "O", "O", "N", "N", "C", "C", "C", "C", "C", "C", "C", "C", "C", "C", "C", "C", "C", "C", "C", "C", "C", "C", "C", "C", "C", "B", "H", "H", "H", "H", "H", "H", "H", "H", "H", "H", "H", "H", "H", "H", "H", "H", "H", "H", "H", "H", "H", "H", "H", "H", "H", "H", "H", "H", "H", "H", "H", "H", "H", "H", "H", "H", "H"], "xyz": [[1.824439, 0.130088, 3.703137], [1.748845, 0.152303, -3.533554], [2.027953, -4.475084, -2.585988], [0.881434, 2.791091, 0.757712], [-1.501118, -1.891652, -1.423430], [0.563119, -1.565854, -0.005018], [1.226166, -4.291377, -3.756376], [-0.880451, -1.639688, -2.876242], [0.356931, -2.776506, 2.578228], [-0.942631, -3.336822, -1.069885], [-3.978253, 3.252535, -0.942075], [1.437111, -5.271778, -1.550814], [-3.209808, -2.054246, 1.731660], [3.406996, -5.090282, -3.072779], [-1.349728, -1.090728, 1.157226], [-2.115614, 1.848561, 4.159328], [-4.961299, 5.217571, -1.351611], [-2.966663, -1.832998, -1.427952], [-2.179897, -2.345198, 1.330557], [0.163811, 1.107877, 1.179239], [2.884772, -1.468230, 0.168279], [-1.507877, -0.449981, 3.940970], [-3.248667, 2.523501, -1.922216], [-0.719864, 1.608424, 2.347621], [1.718700, 2.712466, -2.515625], [1.578788, -1.175274, 0.943587], [2.384682, -2.826136, -1.984722], [3.764643, 1.472376, 0.861913], [-0.036832, 1.250455, -1.469087], [-0.661255, -0.903352, -0.064243], [1.470954, 0.307979, 1.516885], [-0.575122, 0.656723, -0.146967], [-3.959648, 4.627927, -1.106792], [-2.618754, 5.302318, -0.898223], [2.868713, -2.840696, -0.533803], [-2.943446, 1.141707, -1.336054], [-1.781306, 0.850861, 3.180521], [1.419720, 1.296658, -1.968741], [2.852501, -3.125268, 2.612677], [2.701092, 1.054953, 1.240200], [-2.041480, 1.207037, -0.080702], [1.562199, -2.342264, 2.108127], [-0.864999, -1.169557, 3.447016], [2.316450, -3.625351, -0.016096], [-0.465149, 2.240045, -1.607526], [3.027242, -3.999708, 1.983548], [2.666454, -3.520179, 3.617002], [-3.879757, 2.362114, -2.801616], [-1.308422, -3.950507, -1.729062], [-3.918976, 0.758821, -1.039796], [-1.077578, -0.238875, 4.921918], [-0.045575, 2.085920, 3.056399], [-2.118814, 5.429912, -1.857263], [-0.534316, 0.680859, -2.253691], [1.006275, 2.921354, -3.316978], [-0.257566, 3.366281, 0.314976], [-1.992241, 4.730810, -0.210660], [1.426315, -2.330935, -2.088060], [-2.741229, 0.732626, 2.685029], [3.759351, -1.343615, 0.799650], [3.751436, -2.514472, 2.685974], [-1.257380, 2.496425, 2.026046], [2.727091, 2.777952, -2.913288], [4.589097, 2.131171, 0.696570], [-1.402342, 1.902568, 4.806827], [0.474458, -3.276370, 3.393604], [-2.464883, -0.934106, 4.137389], [2.219271, 1.083587, -1.268263], [-2.351100, 3.050435, -2.265530], [-2.813458, 6.268576, -0.440205], [-2.588578, 0.769331, 0.740296], [3.911373, -3.175620, -0.563068], [3.037935, -0.729247, -0.626751], [3.108330, -2.374037, -2.659807], [1.565493, 3.471549, -1.747121], [-1.918341, 2.283709, 0.062670], [-1.433692, -1.006609, -3.355781], [3.819540, -5.583922, -2.346390], [-2.635573, 0.509065, -2.162933]], "atomic_forces_ev_per_a": [[-0.1, 0.2, 0.0], [-0.1, -0.1, 0.3], [-1.9, 0.4, -0.8], [0.2, 0.1, 0.0], [-0.9, -1.5, -0.6], [0.2, 1.2, -0.5], [0.6, 0.1, -0.2], [0.1, 0.5, 0.7], [0.1, 0.5, -0.1], [0.2, 0.6, -0.3], [0.2, 0.4, -0.1], [0.9, -0.1, 0.4], [0.7, -0.1, 0.2], [0.1, 0.1, 0.4], [-0.2, 1.0, -0.4], [0.1, 0.3, -0.4], [0.0, 0.0, 0.1], [0.1, 0.7, 0.3], [-0.9, -0.6, -0.2], [0.6, 2.3, -0.9], [-0.2, 0.7, -0.9], [0.1, -0.1, 0.1], [0.0, -0.8, -0.1], [-0.6, -0.1, 1.0], [-0.5, -0.2, 0.0], [0.1, -1.2, 0.1], [0.3, -0.4, 0.5], [-0.4, 0.8, 0.6], [0.5, -0.9, -0.6], [0.6, -0.6, 1.0], [0.7, -0.7, 0.8], [-1.4, -0.9, -0.6], [-0.1, -0.1, 0.0], [-0.2, -0.2, 0.3], [0.6, -0.3, -0.2], [-0.3, 0.6, -0.2], [-0.4, -0.4, 1.3], [0.6, 1.3, -0.4], [-0.3, 0.5, 0.3], [-0.3, -0.5, -1.0], [0.4, 0.4, -0.4], [0.0, -0.4, 0.4], [-0.1, 0.1, -0.1], [-0.1, 0.2, 0.2], [0.2, 0.1, 0.3], [0.2, 0.1, -0.1], [0.0, 0.0, 0.0], [0.0, 0.2, 0.0], [0.2, -0.3, 0.2], [0.1, -0.2, 0.1], [0.1, 0.1, -0.1], [0.4, -0.5, -0.1], [0.1, 0.1, 0.0], [-0.2, -0.1, 0.3], [0.1, 0.1, -0.1], [-0.1, -0.3, 0.3], [0.0, -0.1, -0.1], [0.0, 0.0, -0.1], [0.3, 0.0, -0.6], [-0.1, -0.3, 0.2], [0.1, -0.2, -0.2], [-0.1, -0.3, -0.6], [0.0, 0.0, 0.0], [0.2, -0.4, -0.1], [-0.1, -0.1, 0.1], [-0.1, -0.4, -0.2], [0.0, 0.1, 0.0], [-0.3, -0.4, 0.2], [0.0, 0.1, 0.2], [0.1, 0.1, -0.2], [0.2, 0.1, 0.1], [0.0, -0.1, 0.2], [-0.2, 0.0, 0.1], [-0.1, 0.0, -0.1], [0.2, 0.0, 0.0], [-0.2, 0.0, 0.4], [0.1, -0.2, -0.3], [0.0, -0.1, -0.1], [0.2, -0.1, 0.2]], "mulliken_charge": [0.18, -0.04, 1.21, -0.22, 0.72, -0.16, -0.67, -0.58, -1.08, -0.34, -0.28, -0.63, -0.31, -0.49, 0.12, -0.63, -0.52, -0.69, 0.38, 1.19, -1.49, -1.26, -0.76, -1.44, -1.47, 0.65, 0.43, 0.06, -2.49, -0.28, -0.58, 2.43, 0.57, -0.69, -1.89, -0.88, 0.65, 0.21, -1.15, -1.18, -0.22, 1.44, 0.32, 0.78, 0.52, 0.30, 0.43, 0.55, 0.47, 0.51, 0.39, 1.14, 0.29, 1.05, 0.42, -0.04, 0.11, -0.72, 0.01, 0.71, 0.36, 0.51, 0.48, 0.51, 0.44, 0.30, 0.21, -0.22, 0.20, 0.37, -0.21, 0.46, 0.56, 0.64, 0.27, 0.09, 0.44, 0.38, 0.16], "charge": 1}



Record 2
{"formula": "C21H37BCaClN4O4", "method": "wB97M-V/def2-TZVPD", "symbols": ["Ca", "Cl", "O", "O", "O", "O", "N", "N", "N", "N", "C", "C", "C", "C", "C", "C", "C", "C", "C", "C", "C", "C", "C", "C", "C", "C", "C", "C", "C", "C", "C", "B", "H", "H", "H", "H", "H", "H", "H", "H", "H", "H", "H", "H", "H", "H", "H", "H", "H", "H", "H", "H", "H", "H", "H", "H", "H", "H", "H", "H", "H", "H", "H", "H", "H", "H", "H", "H", "H"], "xyz": [[1.279305, -0.032839, -0.212710], [3.095816, -1.730141, -0.999757], [1.259364, 1.993298, -1.485661], [2.771225, 0.813056, 1.252000], [-0.290298, 1.527272, 1.274090], [-2.469102, 0.812676, -1.251970], [-2.179026, 0.879823, 2.434368], [0.607886, 4.068040, -2.153072], [4.677071, -0.073269, 2.127601], [0.195914, -1.504920, 1.467911], [-4.691306, -3.482503, -0.527447], [0.713589, -2.916022, -3.064829], [0.416092, 2.924279, -1.493430], [-2.173094, -0.286655, -1.911787], [1.857973, 4.357107, -2.854018], [3.448895, -0.167391, 1.643170], [-0.422643, 5.091547, -2.218441], [0.466404, -1.854182, 2.555385], [-0.243140, -2.140726, -2.200443], [5.285822, 1.234780, 2.295366], [-4.806753, -2.973737, -1.822946], [-0.548292, -0.829950, -2.360915], [-2.793909, -1.998905, -0.139255], [5.526129, -1.239379, 2.292877], [-1.524878, 1.517251, 1.444366], [-3.950279, -1.962347, -2.254105], [-2.968384, -1.472962, -1.415803], [-3.584835, 0.534021, 2.300046], [0.150247, 0.077966, -3.306290], [-1.556337, 0.660787, 3.726313], [-3.689898, -2.983338, 0.320169], [0.855823, -2.342184, 3.990423], [-2.186631, 1.111420, 4.501202], [-0.674144, 5.304093, -3.265455], [-0.069690, 6.026791, -1.766165], [-3.738696, -0.533090, 2.502270], [5.883197, -1.290069, 3.325103], [2.386355, 5.177355, -2.347866], [-5.388877, -4.242307, -0.166771], [1.612513, 4.702262, -3.865894], [-0.549089, 2.849869, -0.944302], [-1.450076, -0.409119, 3.929426], [1.350347, -3.461180, 3.871479], [0.222594, -3.707574, -3.643879], [-3.913791, 0.746944, 1.279743], [-1.969158, -1.661915, 0.485468], [-3.586394, -3.364049, 1.330643], [6.395284, -1.190887, 1.625652], [1.156386, 0.309107, -2.927136], [1.237646, -2.279478, -3.776700], [1.464811, -3.398634, -2.440822], [4.941589, -2.132924, 2.062021], [-2.192471, 2.066062, 0.758782], [-4.014747, -1.528986, -3.259637], [-2.514620, -0.087114, -2.978253], [2.480685, 3.458975, -2.885846], [5.580247, 1.338585, 3.343748], [-0.570996, 1.126943, 3.723946], [0.309979, -0.361753, -4.303477], [-0.707425, -2.749838, -1.411705], [6.179463, 1.315040, 1.664656], [3.036997, -1.190692, 1.581695], [-1.313217, 4.737731, -1.686501], [-0.408404, 1.008207, -3.426666], [-5.556092, -3.361868, -2.510676], [4.544248, 1.991113, 2.032260], [-0.173486, -2.358324, 4.660737], [1.674997, -1.564352, 4.463789], [-4.194715, 1.103203, 3.013926]], "atomic_forces_ev_per_a": [[-1.5, 0.0, -0.1], [0.3, 0.1, -0.1], [-1.0, 1.5, 0.4], [0.9, -0.7, 0.8], [-1.0, 0.2, 0.4], [1.2, 0.6, 1.2], [0.1, 0.4, 0.1], [0.2, 0.4, -0.3], [0.5, 0.2, -0.1], [0.7, -0.4, 1.7], [0.1, 0.3, 0.1], [0.4, 0.1, 0.1], [0.7, -1.4, 0.4], [0.6, 0.1, -1.6], [-0.3, 0.1, 0.1], [-0.9, 0.2, -0.5], [0.0, -0.1, 0.1], [-0.4, 0.6, -2.1], [0.1, 0.5, -0.2], [0.0, -0.2, 0.1], [0.0, -0.1, 0.0], [-2.4, -0.8, 1.2], [-0.8, -0.6, 0.2], [-0.3, 0.0, 0.2], [0.6, -0.1, -0.8], [-0.4, -0.4, -0.1], [0.6, 0.2, 0.0], [0.0, 0.4, 0.0], [0.5, -0.1, -0.6], [0.1, -0.5, -0.2], [0.3, 0.3, -0.5], [0.1, -0.3, 0.4], [0.0, 0.0, 0.0], [-0.1, -0.1, 0.2], [-0.1, -0.1, 0.0], [0.2, 0.2, -0.1], [0.0, -0.1, 0.0], [0.0, -0.2, 0.0], [0.2, 0.2, -0.1], [0.1, -0.2, 0.1], [0.5, -0.2, -0.4], [0.1, 0.1, 0.1], [-0.2, 0.2, 0.1], [-0.3, 0.1, 0.2], [0.1, -0.1, 0.1], [-0.2, 0.1, 0.0], [0.0, -0.1, -0.1], [-0.2, 0.0, 0.0], [-0.2, 0.1, -0.4], [0.1, 0.0, 0.1], [0.1, 0.0, -0.1], [0.2, 0.1, 0.0], [0.1, -0.5, -0.1], [-0.1, -0.3, 0.4], [0.5, -0.8, 0.0], [-0.2, 0.2, 0.0], [0.0, 0.1, -0.1], [-0.1, -0.1, 0.0], [-0.2, 0.0, 0.2], [-0.2, 0.4, -0.5], [-0.2, 0.1, 0.0], [0.3, 0.3, 0.2], [0.2, 0.1, -0.2], [0.1, 0.0, 0.0], [0.0, 0.0, 0.2], [0.2, -0.1, 0.0], [0.2, -0.1, -0.1], [-0.1, 0.0, -0.1], [0.0, 0.0, 0.0]], "nbo_charge": [1.80, -0.90, -0.75, -0.76, -0.73, -0.92, -0.43, -0.41, -0.40, -0.67, -0.26, -0.66, 0.55, 0.17, -0.42, 0.55, -0.40, 0.32, -0.20, -0.42, -0.22, -0.14, -0.17, -0.40, 0.58, -0.22, -0.04, -0.41, -0.68, -0.41, -0.22, -0.59, 0.18, 0.20, 0.19, 0.21, 0.19, 0.19, 0.20, 0.19, 0.19, 0.22, 0.00, 0.20, 0.25, 0.22, 0.20, 0.20, 0.21, 0.20, 0.24, 0.24, 0.15, 0.20, 0.09, 0.25, 0.19, 0.23, 0.20, 0.21, 0.19, 0.19, 0.23, 0.21, 0.19, 0.25, -0.01, -0.01, 0.17], "charge": -1}



Number 1: LUMO -4.179 eV, frontier orbital gap 0.318 Eh, HOMO energy -12.841 eV. Number 2: LUMO 2.309 eV, frontier orbital gap 0.231 Eh, HOMO energy -3.987 eV.